{"formula": "C16H24O5", "method": "wB97M-V/def2-TZVPD", "species": ["C", "O", "C", "C", "C", "O", "C", "C", "O", "C", "C", "O", "C", "C", "C", "C", "C", "C", "C", "O", "C", "H", "H", "H", "H", "H", "H", "H", "H", "H", "H", "H", "H", "H", "H", "H", "H", "H", "H", "H", "H", "H", "H", "H", "H"], "xyz": [[1.431, 1.896, 0.411], [2.613, 1.241, 0.805], [3.369, 0.661, -0.236], [3.463, -0.856, -0.045], [2.096, -1.498, -0.095], [1.978, -2.808, 0.389], [1.353, -1.800, 1.132], [-0.164, -1.796, 1.300], [-0.527, -0.711, 2.120], [-1.005, -1.773, 0.007], [-0.870, -3.057, -0.810], [-0.640, -0.605, -0.726], [-1.674, -0.068, -1.533], [-2.825, 0.471, -0.719], [-2.609, 1.517, 0.171], [-3.644, 1.995, 0.954], [-4.906, 1.434, 0.854], [-5.129, 0.394, -0.032], [-4.092, -0.088, -0.811], [4.676, 1.149, -0.237], [4.782, 2.538, -0.463], [1.638, 2.751, -0.244], [0.973, 2.255, 1.332], [0.753, 1.206, -0.104], [2.880, 0.891, -1.205], [4.100, -1.264, -0.831], [3.935, -1.049, 0.918], [1.532, -1.297, -1.001], [1.843, -1.565, 2.075], [-0.440, -2.694, 1.865], [-0.375, 0.098, 1.614], [-2.052, -1.662, 0.331], [-1.292, -3.885, -0.249], [0.171, -3.278, -1.022], [-1.410, -2.964, -1.750], [-2.035, -0.818, -2.248], [-1.193, 0.741, -2.093], [-1.625, 1.957, 0.244], [-3.464, 2.806, 1.644], [-5.714, 1.807, 1.466], [-6.111, -0.047, -0.113], [-4.269, -0.904, -1.498], [5.846, 2.760, -0.477], [4.300, 3.107, 0.338], [4.334, 2.813, -1.426]], "e_above_lowest_kj_mol": 126.4, "lumo_ev": 0.74, "charge": 0, "e_tot_ev": -27216.7863}

***

{"formula": "C16H24O5", "method": "wB97M-V/def2-TZVPD", "species": ["C", "O", "C", "C", "C", "O", "C", "C", "O", "C", "C", "O", "C", "C", "C", "C", "C", "C", "C", "O", "C", "H", "H", "H", "H", "H", "H", "H", "H", "H", "H", "H", "H", "H", "H", "H", "H", "H", "H", "H", "H", "H", "H", "H", "H"], "xyz": [[3.090, 2.988, -2.476], [2.492, 1.773, -2.080], [3.402, 0.743, -1.832], [2.647, -0.375, -1.096], [2.444, -0.044, 0.362], [1.237, 0.540, 0.764], [1.487, -0.763, 1.214], [0.591, -1.904, 0.736], [0.840, -3.051, 1.504], [-0.896, -1.493, 0.860], [-1.806, -2.510, 0.180], [-1.208, -1.439, 2.248], [-1.470, -0.141, 2.753], [-2.721, 0.456, 2.160], [-3.947, -0.163, 2.372], [-5.097, 0.348, 1.799], [-5.032, 1.484, 1.009], [-3.813, 2.102, 0.790], [-2.661, 1.588, 1.359], [4.042, 0.303, -3.003], [3.183, -0.224, -3.998], [2.273, 3.677, -2.679], [3.698, 2.855, -3.376], [3.722, 3.388, -1.675], [4.240, 1.107, -1.210], [3.231, -1.295, -1.176], [1.679, -0.501, -1.580], [3.323, 0.373, 0.852], [1.720, -0.836, 2.277], [0.818, -2.165, -0.301], [0.312, -2.959, 2.311], [-1.028, -0.507, 0.401], [-1.620, -3.499, 0.589], [-2.845, -2.243, 0.356], [-1.618, -2.525, -0.890], [-0.615, 0.522, 2.571], [-1.589, -0.286, 3.832], [-3.989, -1.052, 2.984], [-6.046, -0.139, 1.970], [-5.931, 1.885, 0.564], [-3.758, 2.985, 0.170], [-1.707, 2.066, 1.181], [2.298, 0.406, -4.123], [2.871, -1.244, -3.754], [3.761, -0.233, -4.920]], "e_above_lowest_kj_mol": 123.9, "lumo_ev": 0.86, "charge": 0, "e_tot_ev": -27216.8120}

***

{"formula": "C16H25AlBCl2F2KN2O5", "method": "wB97M-V/def2-TZVPD", "species": ["C", "C", "O", "C", "O", "C", "C", "C", "B", "C", "C", "O", "N", "C", "C", "H", "H", "H", "H", "H", "H", "H", "H", "H", "H", "H", "H", "H", "H", "H", "H", "H", "H", "H", "H", "Al", "Cl", "C", "C", "C", "C", "C", "C", "N", "O", "O", "H", "H", "H", "H", "H", "F", "F", "K", "Cl"], "xyz": [[4.909, -3.857, -0.153], [6.073, -2.686, 0.096], [5.902, -1.735, -1.044], [5.899, -0.376, -0.411], [7.034, 0.344, -0.631], [4.647, 0.221, 0.473], [3.395, 0.807, -0.411], [2.032, -0.107, -0.361], [1.108, 0.120, 0.996], [0.128, -1.141, 1.432], [-1.471, -0.892, 1.025], [-2.126, 0.065, 1.731], [-2.180, -1.653, -0.011], [-1.651, -1.699, -1.381], [-3.469, -2.289, 0.298], [5.187, -4.395, -1.176], [4.900, -4.627, 0.745], [3.866, -3.303, -0.229], [5.904, -2.188, 1.144], [7.133, -3.195, 0.119], [4.263, -0.658, 1.180], [5.105, 1.066, 1.177], [3.713, 0.888, -1.557], [3.222, 1.929, -0.048], [2.281, -1.269, -0.415], [1.327, 0.145, -1.288], [1.086, 1.127, 1.633], [0.510, -2.126, 0.908], [0.144, -1.282, 2.611], [-0.664, -1.069, -1.457], [-2.449, -1.244, -2.135], [-1.477, -2.839, -1.690], [-3.455, -3.402, -0.137], [-3.778, -2.383, 1.423], [-4.345, -1.739, -0.290], [6.555, -1.034, 2.426], [5.355, -6.559, 1.159], [-5.045, 4.769, 0.206], [-4.124, 3.829, 0.671], [-3.976, 2.608, 0.011], [-4.757, 2.338, -1.121], [-5.689, 3.276, -1.586], [-5.829, 4.493, -0.916], [-4.588, 1.066, -1.834], [-3.767, 0.254, -1.381], [-5.273, 0.878, -2.850], [-5.153, 5.722, 0.720], [-3.517, 4.051, 1.546], [-3.253, 1.886, 0.386], [-6.305, 3.077, -2.460], [-6.548, 5.229, -1.271], [-5.248, 7.332, 1.738], [-1.648, 1.880, 0.377], [-6.748, 6.748, 3.116], [6.852, -6.402, -1.100]], "e_above_lowest_kj_mol": 846.7, "lumo_ev": -5.41, "charge": 0, "e_tot_ev": -84275.0569}

***

{"formula": "C16H25AlClN2O2S", "method": "wB97M-V/def2-TZVPD", "species": ["O", "S", "O", "Cl", "C", "C", "C", "C", "Al", "H", "H", "H", "H", "H", "H", "H", "H", "H", "H", "H", "C", "N", "C", "C", "C", "C", "C", "C", "C", "C", "N", "C", "C", "C", "H", "H", "H", "H", "H", "H", "H", "H", "H", "H", "H", "H", "H", "H"], "xyz": [[4.694, -2.918, 0.138], [3.225, -2.841, 0.283], [2.851, -1.478, 0.775], [2.546, -4.246, 1.632], [2.358, -3.019, -1.333], [2.203, -4.487, -1.767], [1.919, -4.617, -3.287], [1.563, -3.257, -3.970], [3.268, -2.362, -4.692], [2.879, -2.368, -2.058], [1.359, -2.600, -1.150], [1.351, -4.923, -1.225], [3.078, -5.100, -1.506], [1.095, -5.339, -3.424], [2.778, -5.054, -3.815], [0.945, -3.504, -4.852], [0.940, -2.589, -3.343], [2.783, -1.228, -5.736], [4.120, -1.714, -3.477], [4.104, -3.503, -5.464], [2.905, 2.000, 3.348], [1.489, 2.120, 2.924], [0.852, 3.292, 3.080], [-0.452, 3.447, 2.653], [-1.117, 2.382, 2.046], [-0.434, 1.178, 1.926], [0.867, 1.070, 2.373], [-2.491, 2.515, 1.515], [-2.753, 2.257, 0.171], [-4.043, 2.336, -0.312], [-5.060, 2.657, 0.504], [-4.839, 2.934, 1.800], [-3.565, 2.873, 2.327], [-6.448, 2.693, -0.013], [2.970, 2.259, 4.402], [3.495, 2.685, 2.742], [3.247, 0.981, 3.192], [1.406, 4.100, 3.536], [-0.928, 4.411, 2.775], [-0.903, 0.310, 1.481], [1.426, 0.143, 2.278], [-1.957, 1.995, -0.513], [-4.275, 2.137, -1.348], [-5.699, 3.191, 2.403], [-3.427, 3.084, 3.380], [-6.859, 3.682, 0.175], [-7.021, 1.929, 0.508], [-6.446, 2.489, -1.079]], "e_above_lowest_kj_mol": 74.8, "lumo_ev": -6.16, "charge": 1, "e_tot_ev": -54015.4557}

***

{"formula": "C16H25AsBCoF5NS4SbSi2Te", "method": "wB97M-V/def2-TZVPD", "species": ["Co", "S", "Sb", "S", "S", "Te", "C", "C", "C", "C", "S", "H", "H", "H", "C", "Si", "C", "C", "As", "Si", "C", "C", "C", "H", "H", "H", "H", "H", "H", "H", "H", "H", "H", "H", "H", "H", "H", "H", "H", "H", "H", "F", "C", "F", "F", "C", "C", "C", "N", "C", "C", "H", "H", "H", "H", "F", "B", "F"], "xyz": [[0.693, 0.423, -0.250], [5.762, 1.302, 1.301], [3.565, 0.738, 1.300], [-0.564, 1.228, 1.617], [2.966, -0.133, -0.833], [1.911, 2.670, -0.392], [0.645, 4.213, 0.345], [0.598, 4.745, 1.603], [-0.344, 5.801, 1.741], [-0.993, 6.076, 0.574], [-0.459, 5.038, -0.678], [1.201, 4.358, 2.413], [-0.533, 6.327, 2.668], [-1.760, 6.815, 0.397], [1.227, 2.595, -3.985], [-0.242, 1.447, -4.243], [0.043, 0.689, -5.959], [-1.779, 2.538, -4.406], [-0.315, -0.159, -2.582], [-2.428, -1.033, -2.933], [-2.648, -1.674, -4.708], [-2.620, -2.562, -1.837], [-3.975, 0.025, -2.673], [1.539, 3.039, -4.937], [2.076, 2.056, -3.556], [0.983, 3.402, -3.291], [0.085, 1.476, -6.721], [-0.740, -0.018, -6.236], [0.994, 0.151, -5.967], [-1.601, 3.354, -5.116], [-2.035, 2.968, -3.435], [-2.638, 1.962, -4.757], [-1.794, -2.279, -5.019], [-2.750, -0.844, -5.411], [-3.555, -2.284, -4.777], [-1.791, -3.257, -2.001], [-3.557, -3.085, -2.059], [-2.627, -2.280, -0.784], [-4.045, 0.797, -3.442], [-3.967, 0.518, -1.703], [-4.870, -0.604, -2.740], [-0.598, -6.391, -0.354], [-0.383, -5.747, 0.808], [-1.443, -5.992, 1.600], [0.677, -6.352, 1.388], [-0.143, -4.282, 0.607], [0.626, -3.848, -0.457], [0.848, -2.492, -0.604], [0.353, -1.577, 0.241], [-0.382, -2.009, 1.265], [-0.654, -3.351, 1.486], [1.035, -4.543, -1.177], [1.438, -2.108, -1.420], [-0.762, -1.235, 1.918], [-1.267, -3.646, 2.326], [-2.396, 2.032, -0.298], [-1.894, 1.046, 0.470], [-2.663, -0.080, 0.419]], "lumo_ev": [4.31, 4.31], "multiplicity": 2, "charge": -2, "e_tot_ev": -204154.5330, "s2": 0.8767}